[1]
C25H31BN10O2RuS | ωB97M-V/def2-TZVPD

**Total charge**: +1
**Multiplicity**: 2
**E**: -59516.0798 eV
**Largest force on an atom**: 0.7 eV/Å

Each line ends with the Mulliken charge.
CARTESIAN COORDINATES (ANGSTROEM)
1 Ru 0.098787 1.187899 0.698132  -0.01
2 S -3.173697 0.462383 1.531567  1.02
3 O -3.056825 -0.168989 2.811423  -0.73
4 O -4.294461 1.280828 1.192375  -0.72
5 N -2.652945 3.467637 2.171128  -0.56
6 N 2.622185 0.005000 -0.272089  0.30
7 N -0.149966 0.371407 -1.065743  1.15
8 N 1.083044 -1.623879 0.801863  0.99
9 N 0.567006 -0.710488 -1.459185  0.52
10 N 2.105804 1.159925 0.239372  0.40
11 N -0.630887 3.248557 0.912377  -0.15
12 N -2.536860 -3.581090 -2.732774  -0.50
13 N -1.785931 1.388254 1.319013  0.12
14 N 0.467389 -0.642900 1.504490  0.79
15 C -3.665857 -0.592968 -0.913125  -0.31
16 C -0.447629 4.566459 0.944420  -0.08
17 C 0.876098 -2.142004 -3.462952  -1.59
18 C 0.265255 -0.997050 -2.733041  0.81
19 C 0.760740 -2.384312 2.840831  -1.36
20 C -2.998934 -0.765544 0.293693  -0.62
21 C -1.802250 1.968731 -2.037185  -1.58
22 C -0.219333 -0.229898 3.875746  -1.56
23 C -3.534319 -1.540326 -1.907027  -0.91
24 C 1.265462 -2.695736 1.591258  0.76
25 C -0.901589 0.785309 -2.099115  0.28
26 C -1.766022 2.753259 1.507420  0.73
27 C 3.938875 0.148980 -0.468257  0.94
28 C 0.290318 -1.074047 2.758802  0.38
29 C 4.807111 -0.927491 -1.022678  -1.36
30 C -2.247335 -1.912813 0.531866  -0.36
31 C 3.116235 2.033327 0.357646  0.31
32 C -0.665207 -0.068340 -3.171742  -1.50
33 C -1.364745 5.394147 1.557352  -0.79
34 C -2.451145 4.779449 2.176497  -0.25
35 C -2.740266 -2.671557 -1.705230  1.03
36 C 2.914680 3.422208 0.857734  -1.42
37 C 4.290774 1.433495 -0.072695  -1.33
38 C -2.112139 -2.854532 -0.467467  -0.73
39 C 1.950607 -3.934570 1.124519  -1.60
40 B 1.698009 -1.215052 -0.541983  -0.59
41 H -3.187819 5.368318 2.710591  0.48
42 H -4.051800 -1.411050 -2.849754  0.35
43 H 0.353834 -2.291474 -4.404708  0.43
44 H -1.268183 2.868153 -2.350597  0.30
45 H -0.693073 -0.858800 4.626022  0.42
46 H -1.138513 -0.033481 -4.137454  0.53
47 H -3.239578 -3.583622 -3.457607  0.23
48 H 3.876817 3.880756 1.073309  0.42
49 H -1.529385 -3.751797 -0.295568  0.32
50 H 1.930201 -1.959446 -3.674431  0.31
51 H 2.313361 3.442904 1.767558  0.34
52 H 0.750514 -3.015524 3.712487  0.53
53 H -2.642183 1.829649 -2.715326  0.43
54 H 2.314321 -2.097895 -1.046057  -0.08
55 H -1.790930 -2.066375 1.494899  0.86
56 H -4.286478 0.281562 -1.050173  0.59
57 H -2.291829 -4.516660 -2.443277  0.24
58 H 5.272242 1.873299 -0.099915  0.51
59 H 4.486243 -1.216946 -2.023105  0.26
60 H 1.611549 -4.784787 1.712460  0.45
61 H 0.802110 -3.059623 -2.881033  0.26
62 H 4.782640 -1.817676 -0.394609  0.26
63 H 2.419800 4.027647 0.097260  0.13
64 H -1.234250 6.464664 1.572375  0.41
65 H -2.192746 2.126054 -1.035547  0.27
66 H 0.446425 4.951923 0.473833  0.40
67 H 5.833377 -0.573354 -1.079492  0.36
68 H 1.749902 -4.132925 0.073861  0.26
69 H -0.961589 0.493206 3.551731  0.21
70 H 0.613967 0.291816 4.352335  0.27
71 H 3.031013 -3.852181 1.252699  0.27

Cartesian forces (eV/Å) of the 6 atoms listed first:
0.214 -0.090 0.549
-0.019 -0.391 -0.007
-0.108 0.065 -0.002
0.029 0.096 0.057
0.002 -0.124 -0.011
0.080 -0.042 0.015



[2]
C25H48Cl3LuN4O3SSi | ωB97M-V/def2-TZVPD

**E**: -128713.4812 eV
**Largest force on an atom**: 3.5 eV/Å

Each line ends with the Mulliken charge.
CARTESIAN COORDINATES (ANGSTROEM)
1 Lu -0.300736 -1.932125 1.135808  1.12
2 Cl 0.431417 -4.123852 0.408535  -0.64
3 Cl -0.127841 -0.260071 -0.466923  0.15
4 Cl 2.080399 -0.975441 1.641537  -0.70
5 S -1.089836 1.070250 1.461534  0.29
6 Si 2.889373 -1.041940 -3.377120  0.11
7 O -2.457868 -1.898871 -0.050895  -0.81
8 O 1.961774 0.207820 -2.923665  0.33
9 O -0.410111 -2.183178 3.293861  -0.62
10 N 1.022051 -3.613925 4.379313  0.23
11 N -2.549384 0.560516 3.564062  0.19
12 N -0.428169 1.557275 3.933186  0.32
13 N -2.754902 -0.994238 -2.163729  0.27
14 C -0.055711 2.573066 -6.258954  -1.59
15 C 0.188261 3.756945 -0.221124  -0.83
16 C 0.218561 2.261464 -4.822056  0.44
17 C -2.906091 -1.002184 -0.831718  0.39
18 C 1.113323 3.000512 -0.928151  -0.82
19 C 3.588590 -1.583745 -1.724334  -0.90
20 C 4.347944 -0.779253 -4.451303  -1.20
21 C -1.356426 1.040712 3.112243  -0.62
22 C 0.689560 2.123078 -1.923235  0.63
23 C 1.604716 -2.355556 -3.734950  -0.71
24 C 0.817479 2.072862 3.347463  -0.86
25 C -3.535906 0.181597 2.535179  -1.10
26 C 2.383091 -3.868780 4.849262  -0.89
27 C -3.429145 -0.028036 -3.032455  -0.88
28 C 0.015826 -4.664399 4.368708  -0.83
29 C -1.613030 2.555859 -1.296630  -1.35
30 C -0.671827 1.782382 -1.973574  0.00
31 C -0.814289 2.040734 5.247036  -1.25
32 C 0.719886 -2.451720 3.820836  -0.11
33 C 1.731844 1.632310 -2.907300  -0.04
34 C 2.615747 1.964996 -5.243180  -1.94
35 C -1.932173 -1.968967 -2.875354  -0.80
36 C -2.500886 -0.319259 4.732264  -1.17
37 C -1.180493 3.561766 -0.413335  -0.57
38 C 1.438941 2.077334 -4.319965  0.63
39 H 3.583819 1.842960 -4.741774  0.38
40 H 1.531448 -1.735779 3.771034  0.50
41 H 2.718106 2.890097 -5.811767  0.49
42 H 2.053621 -3.333528 -3.995181  0.42
43 H -0.085444 -5.127386 3.379809  0.26
44 H 0.507291 4.518380 0.493881  0.44
45 H 2.890868 -2.907659 4.986886  0.31
46 H -1.050557 -1.473594 -3.302427  0.12
47 H -2.697360 0.502025 -3.664227  0.30
48 H 2.951412 -4.460182 4.114794  0.33
49 H -3.990802 0.707226 -2.442218  0.30
50 H -4.123783 -0.551933 -3.709684  0.37
51 H 1.022340 -2.503030 -2.810674  -0.10
52 H 2.336602 -4.406333 5.804381  0.35
53 H 2.191450 3.132607 -0.782468  0.35
54 H 1.380367 1.247109 2.880555  0.14
55 H -3.387613 -0.962373 4.693520  0.42
56 H -0.201639 2.916559 5.479578  0.48
57 H 4.908748 -1.735222 -4.493866  0.43
58 H -2.522068 -2.373800 -3.699839  0.39
59 H -0.963776 -4.274145 4.656237  0.28
60 H 2.695637 2.094964 -2.618277  0.40
61 H 4.564708 -2.076726 -1.875189  0.39
62 H 4.151761 -0.445652 -5.475468  0.31
63 H -1.024689 0.914159 -2.510999  1.05
64 H 3.716076 -0.732993 -1.045049  0.21
65 H -0.005040 1.624660 -6.815318  0.28
66 H -3.238680 -0.713917 1.957112  0.40
67 H -1.875657 2.313364 5.235073  0.41
68 H -1.596367 -0.948030 4.713352  0.28
69 H 5.010364 -0.041840 -3.958834  0.33
70 H -4.473754 -0.025022 3.057671  0.52
71 H 0.632577 2.845807 2.579600  0.28
72 H -1.066945 2.969192 -6.405929  0.39
73 H 2.486369 1.150770 -5.963431  0.24
74 H -2.525793 0.297501 5.637566  0.31
75 H -1.913782 4.185251 0.102447  0.36
76 H 0.902832 -2.079253 -4.533154  0.27
77 H -1.626629 -2.755345 -2.190134  0.25
78 H 1.396285 2.512255 4.165660  0.47
79 H -3.668580 1.016642 1.831887  0.29
80 H -3.421367 -0.104272 -0.426483  0.09
81 H -0.622738 1.254960 5.988873  0.26
82 H 2.920540 -2.284098 -1.212393  0.17
83 H 0.642512 3.294831 -6.700430  0.35
84 H -2.674694 2.357801 -1.404585  0.23
85 H -0.697015 2.171501 -4.201706  0.30
86 H 0.308255 -5.430170 5.082398  0.33

Cartesian forces (eV/Å) of the 6 atoms listed first:
-0.231 0.651 -0.140
-0.014 -0.573 -0.055
1.564 -0.997 -3.023
0.039 -0.380 0.201
-0.351 0.147 1.450
-0.637 -0.890 2.305